88
Properties=species:S:1:pos:R:3:forces:R:3 method="wB97M-V/def2-TZVPD" relative_energy_kj_mol=0.00 total_charge=-1 orbital_gap_ev="6.95 / 7.21" e_tot_ha=-8417.95230 e_homo_ev="-4.51 / -4.77" multiplicity=5 e_lumo_ev="2.441 / 2.437"
Cr 0.570 -1.483 1.513 -0.32 0.10 0.27
N 2.424 -2.212 -0.767 -0.01 0.00 0.03
C 3.656 -2.543 -1.166 -0.02 0.02 -0.04
C 4.457 -2.551 -0.043 0.01 0.01 0.03
C 3.595 -2.201 1.007 0.03 0.00 -0.06
N 2.369 -1.993 0.547 0.23 -0.09 -0.01
H 1.587 -2.060 -1.318 0.00 0.00 -0.02
H 3.865 -2.738 -2.204 0.00 -0.01 0.01
H 5.508 -2.777 0.010 0.00 0.00 0.00
H 3.794 -2.087 2.059 0.01 -0.02 0.00
N -1.141 3.607 7.261 -0.03 0.06 0.01
C -1.387 2.675 6.248 0.00 -0.04 -0.02
C -2.423 1.753 6.370 0.01 0.01 -0.02
C -2.686 0.855 5.348 -0.06 0.06 0.00
C -1.921 0.875 4.192 0.00 0.01 0.10
C -0.879 1.786 4.063 0.05 -0.06 0.02
C -0.620 2.682 5.081 0.01 0.00 0.00
S -2.232 -0.304 2.910 -0.02 0.00 0.01
O -3.428 -1.003 3.319 0.00 0.03 -0.07
O -2.204 0.392 1.648 -0.08 -0.06 -0.01
N -0.963 -1.276 2.915 0.04 0.06 -0.10
C -0.697 -2.098 3.968 0.14 -0.03 -0.05
S -1.855 -2.751 5.092 -0.02 0.00 0.05
C -0.580 -3.632 5.849 0.01 -0.03 0.02
C 0.586 -3.405 5.201 -0.02 0.03 0.01
N 0.530 -2.529 4.149 -0.08 0.00 0.00
H -1.447 3.318 8.176 0.00 -0.01 0.01
H -0.200 3.965 7.279 0.02 -0.01 0.00
H -3.028 1.740 7.270 0.01 0.00 0.00
H -3.489 0.136 5.436 0.01 0.00 -0.01
H -0.251 1.750 3.182 0.00 0.02 -0.07
H 0.195 3.392 4.981 0.00 0.00 0.01
H -0.755 -4.253 6.712 0.00 0.00 -0.01
H 1.535 -3.850 5.465 -0.01 0.01 -0.01
O 1.014 0.194 -0.556 -0.11 0.10 0.19
C 0.790 0.951 0.413 -0.07 -0.08 -0.12
O 0.906 0.585 1.623 0.09 -0.06 -0.05
C 0.304 2.347 0.072 0.11 0.01 0.06
C -0.568 2.298 -1.181 -0.06 0.08 0.01
Ge 0.364 1.558 -2.741 0.01 0.00 -0.10
C 2.221 2.187 -2.809 0.04 0.00 -0.01
C 2.543 3.369 -3.475 -0.01 0.03 -0.01
C 3.851 3.837 -3.521 0.01 0.00 0.00
C 4.865 3.120 -2.902 0.00 0.00 0.00
C 4.562 1.938 -2.239 0.03 0.01 -0.01
C 3.254 1.478 -2.192 -0.01 -0.04 0.02
C -0.515 2.372 -4.326 0.01 0.01 0.00
C 0.032 2.200 -5.600 0.04 -0.01 0.00
C -0.583 2.718 -6.730 -0.01 0.00 -0.02
C -1.775 3.421 -6.611 0.00 0.00 -0.01
C -2.341 3.597 -5.359 0.00 0.00 0.01
C -1.713 3.078 -4.231 -0.02 0.00 0.00
C 0.359 -0.356 -3.130 -0.08 -0.06 -0.05
C 1.355 -0.913 -3.928 0.00 0.03 -0.01
C 1.402 -2.285 -4.157 0.00 -0.03 -0.01
C 0.452 -3.120 -3.586 -0.01 0.00 -0.02
C -0.551 -2.578 -2.790 -0.02 0.01 -0.03
C -0.594 -1.208 -2.571 0.00 -0.03 0.00
H 1.190 2.966 -0.110 0.00 0.00 0.01
H -0.227 2.778 0.921 -0.03 -0.07 0.01
H -0.876 3.309 -1.459 -0.01 0.00 0.03
H -1.477 1.727 -0.974 0.01 0.00 0.00
H 1.764 3.935 -3.974 0.00 -0.01 0.00
H 4.077 4.759 -4.042 0.00 0.00 0.00
H 5.886 3.480 -2.937 0.00 0.00 0.00
H 5.348 1.372 -1.751 0.00 0.00 0.00
H 3.025 0.563 -1.657 0.01 0.03 -0.02
H 0.960 1.649 -5.717 0.00 0.00 0.01
H -0.135 2.572 -7.705 0.00 0.00 0.00
H -2.261 3.823 -7.492 0.00 0.00 0.00
H -3.275 4.136 -5.255 0.00 0.00 0.00
H -2.181 3.225 -3.265 0.01 0.00 0.01
H 2.126 -0.281 -4.357 -0.01 0.01 0.00
H 2.188 -2.702 -4.777 0.00 0.00 0.00
H 0.498 -4.190 -3.745 0.00 0.00 0.01
H -1.272 -3.222 -2.305 0.01 0.01 -0.02
H -1.353 -0.807 -1.909 0.00 0.01 -0.01
Se -0.291 -3.754 0.698 0.18 0.03 -0.02
C -2.166 -3.711 1.026 -0.07 -0.05 0.07
C -3.015 -2.767 0.457 0.07 0.02 -0.02
C -4.376 -2.835 0.705 -0.03 0.02 -0.02
N -4.957 -3.767 1.458 0.00 0.01 0.00
C -4.138 -4.659 2.014 0.01 -0.03 0.01
C -2.765 -4.675 1.836 0.01 0.00 -0.01
H -2.616 -1.967 -0.152 -0.01 0.01 0.00
H -5.036 -2.089 0.272 0.00 0.00 0.01
H -4.606 -5.411 2.643 -0.01 0.01 0.00
H -2.159 -5.427 2.326 0.00 0.00 0.00

=====

86
Properties=species:S:1:pos:R:3:forces:R:3 method="wB97M-V/def2-TZVPD" relative_energy_kj_mol=85.35 total_charge=+2 orbital_gap_ev="6.83 / 6.82" e_tot_ha=-9195.92209 e_homo_ev="-13.10 / -13.10" e_lumo_ev="-6.273 / -6.274"
Mo -0.941 1.143 0.587 -0.06 -0.81 -0.47
Se 4.127 4.589 5.282 0.06 0.03 0.07
N 2.844 3.388 5.575 0.17 0.18 -0.17
C 2.312 3.129 4.410 -0.37 -0.34 -0.04
C 1.207 2.179 4.217 0.29 0.34 0.40
C 0.613 1.469 5.264 0.11 0.13 0.12
C -0.402 0.589 4.982 -0.14 -0.13 -0.12
C -0.824 0.442 3.662 0.07 0.01 0.02
N -0.280 1.130 2.665 -0.11 0.19 0.22
C 0.729 1.978 2.939 0.01 0.24 -0.76
C 1.301 2.689 1.780 -0.44 -0.37 0.25
N 0.760 2.425 0.558 0.13 -0.05 0.19
C 1.244 3.065 -0.511 0.17 -0.01 0.07
C 2.278 3.983 -0.428 -0.07 -0.07 -0.11
C 2.824 4.251 0.807 0.21 0.14 0.09
C 2.335 3.594 1.935 0.30 0.22 0.31
C 2.866 3.825 3.286 -0.15 -0.05 -0.49
N 3.846 4.654 3.526 -0.07 -0.10 0.31
H 0.967 1.621 6.275 0.00 0.00 -0.02
H -0.881 0.011 5.760 0.02 0.02 -0.02
H -1.616 -0.244 3.395 -0.06 0.01 0.01
H 0.790 2.819 -1.458 -0.03 0.00 -0.03
H 2.636 4.470 -1.324 0.00 0.00 0.03
H 3.631 4.965 0.925 -0.04 -0.03 0.00
C -3.989 2.107 -3.872 0.11 -0.13 0.04
N -3.715 0.627 -3.528 0.07 0.04 0.11
C -2.626 0.110 -4.485 -0.07 0.09 0.12
N -1.462 0.921 -4.405 -0.01 0.00 0.11
C -1.783 2.317 -4.709 -0.01 -0.02 0.09
N -2.791 2.865 -3.797 0.01 -0.08 0.10
C -2.288 3.015 -2.421 -0.08 -0.07 -0.15
P -1.754 1.397 -1.701 0.32 0.15 0.21
C -3.307 0.476 -2.085 -0.19 -0.09 -0.19
C -0.757 0.780 -3.121 -0.15 0.02 -0.18
H -4.744 2.455 -3.170 0.00 0.06 0.02
H -4.389 2.103 -4.885 -0.01 0.04 -0.03
H -4.571 0.091 -3.681 -0.01 0.01 -0.02
H -3.066 0.148 -5.480 0.03 0.00 -0.05
H -2.427 -0.922 -4.200 0.06 -0.03 -0.02
H -2.160 2.380 -5.729 -0.02 0.00 -0.02
H -0.876 2.913 -4.637 0.01 0.01 -0.02
H -3.063 3.438 -1.781 -0.03 0.04 -0.01
H -1.460 3.725 -2.418 0.04 0.00 -0.02
H -4.118 0.844 -1.462 -0.04 0.00 0.04
H -3.181 -0.587 -1.868 0.03 0.02 -0.01
H -0.508 -0.266 -2.939 0.03 -0.05 -0.02
H 0.192 1.316 -3.174 0.03 0.01 -0.02
C -0.818 -0.699 0.365 -0.63 0.63 0.00
Ge 0.493 -2.191 0.346 0.06 0.33 0.04
C 1.181 -2.020 2.135 0.37 -0.05 0.41
C 1.963 -0.897 2.432 0.07 -0.18 0.12
C 2.529 -0.732 3.688 0.03 -0.12 -0.07
C 2.312 -1.688 4.674 0.01 -0.05 -0.04
C 1.526 -2.798 4.401 -0.02 0.05 -0.03
C 0.966 -2.966 3.138 -0.06 0.16 0.02
C -0.504 -3.774 -0.057 -0.45 -0.31 -0.18
C -1.627 -3.681 -0.888 0.04 -0.14 0.09
C -2.338 -4.817 -1.255 0.05 0.04 0.03
C -1.936 -6.064 -0.793 0.03 0.03 0.03
C -0.820 -6.171 0.026 0.00 0.03 -0.01
C -0.107 -5.035 0.389 0.01 -0.01 -0.08
C 1.846 -1.901 -0.995 0.31 0.06 -0.26
C 3.184 -1.665 -0.676 -0.04 0.07 -0.15
C 4.135 -1.518 -1.682 -0.06 0.01 0.05
C 3.761 -1.610 -3.014 -0.03 -0.01 -0.02
C 2.435 -1.867 -3.348 0.02 0.03 0.10
C 1.491 -2.018 -2.342 0.09 -0.01 0.00
H -1.824 -1.076 0.626 0.15 -0.15 -0.07
H 2.143 -0.144 1.669 0.02 -0.03 -0.04
H 3.149 0.132 3.898 0.01 -0.05 -0.01
H 2.764 -1.572 5.652 -0.01 0.00 -0.01
H 1.354 -3.541 5.170 0.00 0.00 -0.02
H 0.347 -3.835 2.948 0.02 -0.02 -0.02
H -1.955 -2.708 -1.252 0.01 -0.06 0.05
H -3.207 -4.740 -1.896 0.00 0.03 0.00
H -2.489 -6.951 -1.070 0.01 0.03 -0.01
H -0.501 -7.143 0.379 -0.01 0.02 0.00
H 0.774 -5.151 1.010 -0.01 0.03 0.00
H 3.502 -1.609 0.358 -0.01 -0.02 0.00
H 5.172 -1.346 -1.421 -0.02 -0.01 -0.01
H 4.504 -1.507 -3.794 -0.01 0.00 0.01
H 2.148 -1.973 -4.387 0.01 -0.01 0.02
H 0.473 -2.284 -2.615 -0.01 0.00 0.03
Se -2.549 3.163 1.442 -0.38 -0.06 -0.09
C -3.351 1.536 1.208 0.22 0.29 0.18
N -3.654 0.437 0.970 0.06 -0.09 0.02

=====

80
Properties=species:S:1:pos:R:3:forces:R:3 method="wB97M-V/def2-TZVPD" relative_energy_kj_mol=0.00 total_charge=+1 orbital_gap_ev=8.16 e_tot_ha=-3068.25308 e_homo_ev=-10.41 e_lumo_ev=-2.242
Pt -0.335 0.327 0.688 1.09 0.56 -0.47
C 0.782 3.603 0.675 -0.06 -0.08 0.04
Si 0.581 2.131 -0.466 -0.26 -0.34 -0.18
C 2.287 1.653 -1.083 -0.11 0.03 -0.05
C 3.092 2.499 -1.847 0.11 0.07 -0.08
C 4.332 2.082 -2.308 -0.09 0.09 0.01
C 4.792 0.808 -2.006 -0.03 -0.12 0.07
C 4.017 -0.035 -1.226 0.12 0.04 -0.04
C 2.773 0.390 -0.763 0.20 -0.18 0.02
P 1.755 -0.698 0.287 -0.24 0.34 0.00
C 2.881 -1.117 1.666 -0.06 -0.18 -0.01
C 2.755 -2.352 2.303 0.08 0.01 -0.09
C 3.563 -2.677 3.381 0.06 -0.07 0.02
C 4.498 -1.763 3.854 -0.03 -0.02 -0.02
C 4.623 -0.529 3.232 0.00 0.05 0.02
C 3.825 -0.210 2.141 -0.11 0.08 -0.01
C 1.643 -2.241 -0.669 -0.17 -0.02 -0.08
C 0.511 -2.425 -1.462 0.01 -0.01 0.07
C 0.419 -3.521 -2.307 0.03 -0.03 -0.01
C 1.451 -4.445 -2.362 -0.03 0.01 -0.02
C 2.580 -4.270 -1.574 0.05 -0.01 0.03
C 2.680 -3.173 -0.734 -0.03 0.06 -0.02
C -0.611 2.620 -1.856 0.03 -0.02 0.08
C -0.317 3.455 -2.932 -0.05 0.04 -0.08
C -1.309 3.835 -3.826 0.08 0.01 0.03
C -2.618 3.405 -3.651 -0.08 -0.05 0.04
C -2.938 2.580 -2.584 0.00 0.06 -0.06
C -1.931 2.179 -1.711 0.03 0.04 0.07
P -2.230 1.057 -0.329 0.07 -0.40 0.04
C -2.718 -0.565 -1.004 0.05 0.15 -0.12
C -2.675 -0.877 -2.364 -0.07 0.24 0.17
C -2.884 -2.183 -2.779 -0.01 0.02 -0.13
C -3.104 -3.185 -1.849 -0.02 -0.15 -0.08
C -3.128 -2.887 -0.498 -0.06 0.13 0.21
C -2.940 -1.579 -0.073 -0.20 -0.12 0.01
C -3.632 1.688 0.623 0.06 0.01 -0.06
C -4.925 1.191 0.493 0.00 0.03 -0.04
C -5.950 1.731 1.258 -0.04 -0.02 -0.02
C -5.691 2.764 2.145 0.02 0.00 0.00
C -4.401 3.263 2.276 0.01 0.00 -0.01
C -3.374 2.723 1.521 -0.03 -0.02 0.02
H 1.080 4.485 0.101 0.02 -0.01 -0.02
H 1.554 3.403 1.420 -0.01 0.02 0.03
H -0.148 3.839 1.193 0.01 0.03 0.01
H 2.756 3.502 -2.084 0.00 -0.01 -0.01
H 4.940 2.749 -2.905 -0.01 0.01 0.00
H 5.754 0.475 -2.373 0.00 0.00 0.00
H 4.383 -1.025 -0.981 0.02 0.02 0.00
H 2.041 -3.073 1.927 -0.05 -0.06 0.02
H 3.485 -3.656 3.841 -0.01 0.01 0.00
H 5.139 -2.020 4.687 0.00 0.00 0.00
H 5.355 0.185 3.587 0.00 0.00 -0.01
H 3.940 0.752 1.657 0.03 0.01 -0.01
H -0.296 -1.702 -1.416 0.01 -0.02 -0.02
H -0.462 -3.653 -2.921 0.02 0.01 0.01
H 1.379 -5.301 -3.020 0.00 0.00 0.00
H 3.388 -4.988 -1.618 0.00 0.01 0.01
H 3.570 -3.044 -0.132 0.02 -0.03 0.02
H 0.691 3.821 -3.082 -0.01 0.00 -0.01
H -1.063 4.479 -4.660 0.00 0.00 0.00
H -3.389 3.714 -4.346 0.00 0.00 0.00
H -3.959 2.247 -2.437 0.00 0.00 0.00
H -2.486 -0.099 -3.092 0.02 -0.01 -0.02
H -2.872 -2.418 -3.836 0.01 0.02 0.00
H -3.259 -4.204 -2.181 0.00 0.00 0.01
H -3.308 -3.672 0.226 0.00 0.01 0.01
H -2.987 -1.325 0.981 0.04 -0.09 0.01
H -5.135 0.385 -0.199 0.01 -0.01 0.00
H -6.954 1.341 1.156 0.00 0.01 0.01
H -6.493 3.180 2.740 0.00 0.00 0.00
H -4.193 4.065 2.971 -0.01 0.00 0.00
H -2.363 3.099 1.634 0.01 -0.01 0.01
N 1.085 -0.708 4.324 -0.23 0.00 0.06
C -0.013 -1.062 3.664 0.28 0.01 0.25
N -0.331 -2.357 3.606 -0.03 0.00 0.02
S -1.015 0.127 2.960 -0.57 -0.16 0.41
H 1.727 -1.382 4.711 0.05 0.03 -0.05
H 1.359 0.259 4.301 0.00 0.01 0.01
H 0.191 -3.061 4.102 0.03 0.00 -0.01
H -1.222 -2.606 3.214 0.02 0.00 -0.03